The following is a DFT calculation (ωB97M-V/def2-TZVPD) of a 2-piece molecular cluster, C4H9NO overall.

The geometry in XYZ format:
```
15
C4H9NO, DFT ωB97M-V/def2-TZVPD
C 2.065 -2.016 -4.807
C 1.061 -2.527 -2.770
N 1.527 -1.629 -3.520
H 1.341 -1.639 -5.526
H 2.272 -3.071 -5.011
H 2.999 -1.482 -5.016
H 0.481 -2.218 -1.902
H 1.228 -3.604 -2.861
C -2.344 2.594 4.651
C -1.727 2.399 3.413
O -0.832 1.502 3.277
H -2.938 3.484 4.797
H -2.304 1.940 5.517
H -2.010 3.013 2.561
H -0.766 1.202 2.346
```

Summary:
energy above the lowest of the compared OMol25 structures with the same formula, charge and spin: 68.0 kcal/mol
E_HOMO (spin up / spin down): -11.414 / -11.414 eV
orbital gap (spin up / spin down): 6.184 / 2.554 eV
2S+1: 2
net charge: +1
maximum force: 1.1 eV/A



The following is a DFT calculation (ωB97M-V/def2-TZVPD) of an isolated molecule of C20H26N2O3.

The geometry in XYZ format:
```
51
C20H26N2O3, DFT ωB97M-V/def2-TZVPD
C 6.433 0.559 -1.719
C 5.624 1.469 -0.803
C 5.037 0.706 0.382
C 4.221 1.617 1.297
C 3.722 0.918 2.562
C 2.682 -0.164 2.284
C 2.128 -0.757 3.578
C 1.115 -1.871 3.311
N -0.045 -1.380 2.607
C -0.360 -1.769 1.355
O 0.249 -2.623 0.741
C -1.558 -1.077 0.759
C -2.129 -0.046 1.520
N -2.516 0.785 2.216
C -1.970 -1.501 -0.458
C -3.061 -1.055 -1.283
C -3.255 -1.691 -2.519
C -4.267 -1.300 -3.365
C -5.126 -0.266 -3.005
C -4.974 0.349 -1.754
C -3.944 -0.037 -0.914
O -5.825 1.332 -1.326
C -7.016 1.408 -2.078
C -6.701 1.349 -3.571
O -6.089 0.117 -3.891
H 6.840 1.120 -2.556
H 5.807 -0.239 -2.113
H 7.259 0.107 -1.174
H 4.812 1.928 -1.373
H 6.264 2.274 -0.434
H 4.407 -0.101 0.005
H 5.850 0.255 0.956
H 3.366 2.013 0.743
H 4.843 2.466 1.591
H 4.572 0.477 3.088
H 3.279 1.668 3.223
H 3.125 -0.965 1.692
H 1.863 0.266 1.702
H 2.946 -1.170 4.171
H 1.651 0.029 4.168
H 0.796 -2.321 4.258
H 1.557 -2.647 2.681
H -0.570 -0.637 3.044
H -1.373 -2.309 -0.868
H -2.593 -2.491 -2.813
H -4.413 -1.772 -4.323
H -3.853 0.469 0.032
H -7.492 2.351 -1.809
H -7.679 0.572 -1.814
H -7.609 1.409 -4.173
H -6.028 2.176 -3.832
```

Summary:
SMILES: CCCCCCCCNC(=O)/C(C#N)=C/c1ccc2c(c1)OCCO2
energy above the lowest of the compared OMol25 structures with the same formula, charge and spin: 64.9 kcal/mol
E_HOMO: -8.445 eV
orbital gap: 8.009 eV
2S+1: 1
net charge: 0
maximum force: 1.4 eV/A



The following is a DFT calculation (ωB97M-V/def2-TZVPD) of C44H60N5OP2SiV as an isolated structure.

The geometry in XYZ format:
```
114
C44H60N5OP2SiV, DFT ωB97M-V/def2-TZVPD
V 0.669 -0.558 0.392
C 1.014 -1.165 3.371
C -0.332 -1.875 2.965
N -0.312 -2.247 1.538
C 0.383 -3.533 1.362
C 1.859 -3.345 1.109
C 2.694 -4.424 1.030
C 3.992 -4.285 0.501
C 4.322 -2.997 -0.025
C 3.442 -1.955 0.092
C 3.672 -0.679 -0.649
N 2.654 0.342 -0.293
C 3.061 1.117 0.944
C 2.821 0.368 2.282
N 1.435 -0.171 2.338
N 2.253 -2.050 0.771
H 1.786 -1.938 3.439
H 0.883 -0.695 4.351
H -1.126 -1.153 3.207
H -0.581 -2.744 3.590
H -1.232 -2.239 1.144
H -0.055 -4.021 0.494
H 0.216 -4.188 2.226
H 2.326 -5.402 1.329
H 4.666 -5.125 0.415
H 5.257 -2.843 -0.554
H 3.548 -0.978 -1.991
H 4.692 -0.308 -0.488
H 2.372 1.045 -1.044
H 2.492 2.069 1.025
H 4.088 1.482 0.826
H 2.997 1.077 3.100
H 3.544 -0.449 2.373
H 0.597 1.071 2.444
N -0.322 2.059 1.706
P -1.058 0.379 2.083
C -2.766 0.794 1.478
C -3.441 -0.037 0.600
C -4.724 0.266 0.163
C -5.354 1.419 0.602
C -4.692 2.267 1.485
C -3.415 1.951 1.917
C -1.529 0.722 3.956
C -2.173 -0.197 4.777
C -2.487 0.094 6.099
C -2.165 1.322 6.651
C -1.536 2.259 5.853
C -1.234 1.956 4.529
P 0.729 2.127 0.180
C 1.116 3.948 0.242
C 2.094 4.372 -0.655
C 2.482 5.701 -0.716
C 1.898 6.636 0.131
C 0.926 6.228 1.032
C 0.538 4.894 1.086
C -0.425 2.201 -1.294
C -1.362 3.204 -1.410
C -2.241 3.250 -2.462
C -2.166 2.246 -3.397
C -1.242 1.208 -3.373
C -0.292 1.139 -2.294
H 0.298 2.339 2.478
H -2.961 -0.934 0.233
H -5.220 -0.398 -0.533
H -6.351 1.661 0.256
H -5.171 3.174 1.833
H -2.911 2.626 2.596
H -2.476 -1.169 4.405
H -2.997 -0.653 6.694
H -2.412 1.546 7.681
H -1.282 3.235 6.249
H -0.769 2.737 3.940
H 2.553 3.651 -1.328
H 3.238 6.009 -1.428
H 2.198 7.675 0.083
H 0.459 6.952 1.689
H -0.240 4.596 1.778
H -1.430 3.958 -0.630
H -2.992 4.027 -2.535
H -2.887 2.253 -4.211
H -1.343 0.443 -4.114
H 0.397 0.360 -2.141
C 1.013 -3.875 -2.047
Si 0.233 -2.120 -2.017
C -1.698 -2.529 -2.270
C -2.119 -3.318 -1.017
C -2.689 -1.384 -2.465
C -1.888 -3.444 -3.490
C 1.390 -0.988 -3.749
C 1.149 -1.774 -5.034
C 2.851 -1.013 -3.362
C 1.114 0.542 -4.062
H 0.857 -4.392 -3.004
H 0.608 -4.528 -1.275
H 2.091 -3.803 -1.883
H -2.020 -2.758 -0.080
H -1.537 -4.234 -0.907
H -3.174 -3.610 -1.106
H -2.606 -0.599 -1.722
H -3.711 -1.795 -2.434
H -2.571 -0.927 -3.444
H -1.246 -4.327 -3.455
H -1.668 -2.908 -4.416
H -2.928 -3.795 -3.552
H 1.366 -2.837 -4.896
H 1.790 -1.407 -5.852
H 0.113 -1.688 -5.374
H 3.241 -2.027 -3.186
H 2.970 -0.274 -2.229
H 3.484 -0.544 -4.128
H 0.145 0.623 -4.481
H 1.848 0.914 -4.802
H 1.248 1.193 -3.162
O -0.612 -0.077 -0.672
```

Summary:
E_HOMO (spin up / spin down): -1.088 / -2.415 eV
orbital gap (spin up / spin down): 3.324 / 4.647 eV
2S+1: 2
net charge: -1
maximum force: 5.7 eV/A



The following is a DFT calculation (ωB97M-V/def2-TZVPD) of a 3-piece molecular cluster, C20H34N5O5S overall.

The geometry in XYZ format:
```
65
C20H34N5O5S, DFT ωB97M-V/def2-TZVPD
C 0.168 -2.603 -0.415
N 1.377 -1.740 -0.117
N 1.316 -1.121 1.152
C -0.030 -1.639 1.645
S -0.538 -0.968 3.361
C -1.486 0.648 2.982
C -0.672 1.868 3.704
C -0.687 3.301 2.918
C -1.837 3.464 1.763
C -1.154 3.038 0.336
C -2.203 2.772 -0.894
C -3.574 1.974 -0.483
N -4.054 0.972 -1.538
C -5.218 0.284 -1.215
N -6.579 0.847 -0.765
C -6.678 0.196 0.631
C -6.058 -1.320 0.291
N -5.495 -1.210 -1.142
O -0.757 -2.540 0.736
H -0.140 -3.230 -1.354
H -2.598 0.553 3.392
H -1.543 0.696 1.815
H -1.048 2.002 4.826
H 0.473 1.550 3.809
H 0.380 3.509 2.482
H -0.922 4.133 3.740
H -2.107 4.619 1.705
H -2.826 2.903 2.036
H -0.477 3.963 0.001
H -0.448 2.113 0.453
H -2.447 3.760 -1.518
H -1.631 2.068 -1.670
H -4.416 2.791 -0.292
H -3.488 1.360 0.526
H -3.522 0.774 -2.427
H -6.617 1.884 -0.618
H -5.858 0.839 1.211
H -7.763 0.194 1.130
H -6.887 -2.125 0.494
H -5.088 -1.322 0.976
H -4.563 -1.669 -1.261
O 1.949 2.127 -1.635
C 2.902 1.675 -2.248
O 3.426 2.233 -3.379
C 4.455 1.385 -3.886
C 4.902 0.555 -2.712
C 3.635 0.413 -1.906
H 4.037 0.773 -4.693
H 5.269 1.993 -4.289
H 5.344 -0.402 -3.003
H 5.647 1.108 -2.128
H 3.040 -0.445 -2.231
H 3.844 0.356 -0.835
O 4.018 -2.798 -2.037
C 4.503 -3.485 -1.153
O 5.451 -4.446 -1.358
C 5.706 -5.122 -0.127
C 5.265 -4.167 0.950
C 4.120 -3.436 0.295
H 5.133 -6.055 -0.116
H 6.771 -5.360 -0.051
H 4.988 -4.667 1.882
H 6.073 -3.460 1.173
H 3.171 -3.960 0.432
H 4.048 -2.405 0.649
```

Summary:
E_HOMO: -11.574 eV
orbital gap: 6.837 eV
2S+1: 1
net charge: +1
maximum force: 9.1 eV/A



Number 1: calculated total energy -7820.345 eV. Number 2: calculated total energy -30284.542 eV. Number 3: calculated total energy -108228.265 eV. Number 4: calculated total energy -49797.984 eV.